{"formula": "C33H53N2O2P2ReS", "method": "the ωB97M-V functional and the def2-TZVPD basis", "e_homo_ha": [-0.610, -0.620], "charge": 3, "spin_multiplicity": 4, "e_tot_ev": -73671.2166, "homo_lumo_gap_ev": [7.465, 5.686], "s_squared": 3.79, "symbols": ["C", "C", "C", "C", "C", "H", "H", "H", "N", "P", "P", "C", "H", "H", "C", "H", "C", "C", "C", "C", "C", "H", "H", "H", "C", "H", "H", "H", "C", "H", "H", "H", "C", "H", "H", "H", "C", "H", "H", "H", "C", "H", "H", "H", "C", "H", "H", "H", "C", "H", "H", "H", "C", "H", "H", "H", "C", "H", "H", "H", "C", "H", "H", "H", "C", "H", "H", "H", "Re", "C", "O", "N", "C", "C", "C", "C", "C", "H", "C", "H", "C", "H", "H", "H", "C", "S", "C", "O", "H", "H", "H", "H", "H", "H"], "xyz": [[1.90764, -1.77853, -1.75048], [1.86508, 0.40874, -2.68383], [2.85127, -2.20400, -2.68203], [2.65640, -0.06865, -3.75938], [3.19318, -1.33551, -3.71836], [3.29286, -3.20109, -2.56291], [2.80564, 0.54216, -4.64614], [3.90243, -1.67612, -4.47591], [1.50753, -0.48460, -1.71837], [-0.19441, -2.27803, 0.01499], [0.75621, 2.21229, -0.85763], [1.42378, -2.79688, -0.70995], [1.34201, -3.82332, -1.12334], [2.15246, -2.89676, 0.11668], [1.70781, 1.85603, -2.46141], [1.40714, 2.51926, -3.33193], [-0.59117, 3.66303, -0.96118], [2.52075, 2.98277, -0.47563], [-1.39909, -3.19610, -1.22019], [-0.23399, -3.25603, 1.69293], [-1.98143, 3.25957, -0.43752], [-1.95639, 3.01358, 0.63026], [-2.66698, 4.11461, -0.58180], [-2.39864, 2.40865, -0.98074], [-0.14121, 4.86998, -0.13176], [-0.06006, 4.59003, 0.92726], [0.81179, 5.29167, -0.47320], [-0.90058, 5.66828, -0.20154], [-0.78074, 4.01171, -2.43348], [-1.56378, 4.78573, -2.50630], [0.11225, 4.42919, -2.90821], [-1.10769, 3.11539, -2.97982], [2.58307, 3.55462, 0.94075], [2.09177, 2.89182, 1.66372], [3.64165, 3.62788, 1.22765], [2.14825, 4.55437, 1.01006], [3.56644, 1.85092, -0.56794], [3.28563, 0.98704, 0.04582], [3.71416, 1.51646, -1.59854], [4.53489, 2.24106, -0.22771], [2.82110, 4.03972, -1.57105], [2.07246, 4.11743, -2.37391], [2.93732, 5.04762, -1.15374], [3.75732, 3.76296, -2.07892], [-1.61830, -3.04808, 2.33485], [-1.54770, -3.27919, 3.40936], [-1.96393, -2.00874, 2.23284], [-2.37785, -3.71748, 1.91230], [0.84203, -2.69488, 2.63744], [1.84062, -2.70534, 2.18378], [0.61126, -1.67842, 2.97731], [0.87595, -3.33584, 3.53228], [0.06911, -4.75352, 1.54911], [0.31376, -5.14623, 2.54760], [-0.78813, -5.33946, 1.20635], [0.93272, -4.94965, 0.90153], [-1.11781, -2.80153, -2.68205], [-1.76474, -3.42929, -3.31791], [-1.36090, -1.76270, -2.90537], [-0.07865, -2.99458, -2.98168], [-2.83200, -2.81655, -0.81130], [-2.96490, -1.73233, -0.75328], [-3.53007, -3.20826, -1.56699], [-3.11963, -3.25509, 0.15308], [-1.29162, -4.72831, -1.20953], [-0.26611, -5.09514, -1.35147], [-1.73991, -5.19734, -0.32649], [-1.87669, -5.10131, -2.06645], [0.27380, 0.10311, 0.04773], [1.56506, 0.18388, 1.46099], [2.24173, 0.34017, 2.45145], [-2.00349, 0.06904, -1.44521], [-2.30552, 0.50517, -2.51874], [-2.34883, 0.93814, -3.91812], [-3.69565, 0.87070, -4.25381], [-1.37773, 1.17768, -4.96777], [-4.15173, 0.98058, -5.55204], [-4.39514, 0.70254, -3.44251], [-1.86637, 1.29352, -6.28926], [-0.30366, 1.25579, -4.76173], [-3.23448, 1.19650, -6.58480], [-5.21669, 0.89430, -5.71372], [-1.18583, 1.45409, -7.13618], [-3.59638, 1.27586, -7.62104], [-2.89361, 1.64030, 2.98618], [-1.12576, 1.45338, 2.65650], [-0.76003, 0.33269, 4.02178], [-1.17121, 0.43946, 1.37084], [-2.99478, 1.98250, 4.02379], [-3.41147, 0.68663, 2.83208], [-3.29487, 2.41035, 2.31831], [-1.27097, -0.62875, 3.88518], [0.32680, 0.20936, 4.08373], [-1.11644, 0.83333, 4.93062]], "forces_ev_per_a": [[0.74, -0.87, 0.17], [1.36, 0.60, -0.80], [-0.09, 0.15, 0.07], [-0.79, 0.51, -0.07], [0.36, -0.85, 0.11], [-0.28, 0.45, -0.31], [0.24, 0.20, 0.39], [-0.30, 0.21, 0.10], [-1.12, -0.04, 1.64], [0.36, -3.37, 0.03], [2.75, 2.91, -1.33], [0.18, 0.30, 0.05], [0.07, 0.75, -0.09], [-0.15, 0.29, -0.37], [-4.71, -1.82, -1.34], [1.06, -1.00, 0.96], [-0.15, 0.03, -0.17], [-0.41, 0.21, 0.73], [-0.48, 0.42, 0.11], [-0.12, 0.36, 0.02], [0.09, -0.43, 0.01], [-0.04, 0.13, -0.18], [0.40, -0.31, 0.14], [0.05, 0.21, 0.21], [0.31, 0.03, 0.08], [0.04, 0.19, -0.21], [-0.32, -0.10, 0.12], [0.20, -0.39, -0.09], [0.03, 0.06, -0.28], [0.22, -0.33, -0.03], [-0.11, -0.09, 0.06], [0.03, 0.42, -0.06], [0.28, 0.21, 0.16], [0.10, 0.16, -0.03], [-0.29, 0.09, 0.07], [0.09, -0.29, 0.08], [-0.03, 0.05, -0.05], [0.32, 0.13, -0.08], [0.16, 0.01, 0.34], [-0.28, -0.11, 0.08], [0.24, 0.36, -0.19], [0.30, 0.17, 0.56], [0.08, -0.29, 0.00], [-0.20, 0.27, 0.18], [-0.04, -0.05, 0.17], [-0.03, 0.02, -0.28], [-0.01, -0.24, 0.00], [0.24, 0.24, 0.15], [-0.05, 0.28, -0.06], [-0.11, 0.01, 0.20], [0.10, -0.25, -0.15], [0.03, 0.25, -0.30], [-0.07, -0.33, -0.01], [0.00, 0.16, -0.28], [0.39, 0.24, 0.07], [-0.18, -0.06, 0.17], [0.02, 0.29, -0.07], [0.28, 0.28, 0.21], [0.14, -0.11, 0.05], [-0.24, -0.05, 0.04], [-0.27, 0.03, -0.07], [-0.10, -0.37, 0.01], [0.17, 0.11, 0.19], [0.11, 0.09, -0.40], [0.06, -0.37, 0.23], [-0.28, -0.02, 0.10], [0.21, 0.24, -0.32], [0.21, 0.23, 0.26], [-2.19, -0.83, -1.01], [3.81, 0.96, 5.15], [-3.58, -0.99, -5.44], [-0.36, 2.17, -3.54], [4.04, -1.00, 2.49], [-0.75, -0.43, -0.20], [-0.55, 0.05, -0.25], [-0.82, -0.37, 0.43], [0.26, 0.24, -0.40], [-0.20, -0.04, -0.19], [0.37, 0.04, 0.65], [-0.52, -0.12, -0.06], [-0.45, -0.17, 0.30], [0.03, 0.05, -0.30], [-0.11, -0.03, 0.64], [0.33, -0.02, 0.57], [-0.05, 0.35, -0.21], [-0.97, -1.41, -0.33], [0.31, 0.15, 0.11], [0.30, 1.05, 1.13], [0.08, -0.08, -0.22], [0.30, 0.12, 0.05], [0.12, -0.22, 0.12], [0.04, 0.37, -0.08], [-0.30, 0.01, 0.03], [0.11, -0.07, -0.16]], "mulliken_charge": [0.129, -0.289, -0.731, -0.893, -0.835, 0.619, 0.597, 0.497, 0.210, -0.452, 0.517, -1.778, 0.731, 0.725, -1.060, 0.774, 2.405, 1.533, 1.834, 2.053, -1.794, 0.202, 0.670, 0.108, -1.773, 0.313, 0.285, 0.531, -1.919, 0.550, 0.330, 0.338, -1.486, 0.157, 0.529, 0.372, -1.615, 0.081, 0.373, 0.746, -1.449, 0.260, 0.460, 0.338, -2.023, 0.512, 0.281, 0.391, -1.468, 0.263, 0.017, 0.665, -1.524, 0.506, 0.347, 0.264, -1.631, 0.687, 0.052, 0.263, -1.480, 0.072, 0.540, 0.253, -1.570, 0.283, 0.328, 0.540, 3.925, -0.324, -0.435, -0.376, -0.143, 0.783, -0.753, 0.217, -0.824, 0.495, -0.806, 0.385, -0.443, 0.429, 0.429, 0.426, -1.022, 0.687, -1.007, -0.812, 0.549, 0.312, 0.354, 0.230, 0.319, 0.644]}



{"formula": "C33H53N4O2P2Zn", "method": "the ωB97M-V functional and the def2-TZVPD basis", "e_homo_ha": [-0.301, -0.263], "charge": 1, "e_tot_ev": -112123.9080, "homo_lumo_gap_ev": [5.111, 3.967], "symbols": ["C", "C", "C", "C", "C", "H", "H", "H", "N", "P", "P", "C", "H", "H", "C", "H", "C", "C", "C", "C", "C", "H", "H", "H", "C", "H", "H", "H", "C", "H", "H", "H", "C", "H", "H", "H", "C", "H", "H", "H", "C", "H", "H", "H", "C", "H", "H", "H", "C", "H", "H", "H", "C", "H", "H", "H", "C", "H", "H", "H", "C", "H", "H", "H", "C", "H", "H", "H", "Zn", "C", "O", "N", "C", "C", "C", "C", "C", "H", "C", "H", "C", "H", "H", "H", "C", "N", "C", "N", "O", "H", "H", "H", "H", "H", "H"], "xyz": [[-1.72127, -1.74333, -1.75575], [0.56697, -2.12090, -1.90652], [-2.02753, -2.81509, -2.62086], [0.33675, -3.32919, -2.58697], [-0.97067, -3.66701, -2.98260], [-3.05787, -2.91497, -3.01208], [1.19429, -3.93770, -2.85702], [-1.18072, -4.56640, -3.59385], [-0.48209, -1.53825, -1.29876], [-2.90023, -0.39303, 0.46377], [2.95154, -0.90393, -0.36153], [-2.75980, -0.69228, -1.35900], [-2.43685, 0.25569, -1.83320], [-3.73029, -0.96000, -1.82007], [1.84453, -1.31006, -1.97644], [2.54037, -1.66800, -2.75680], [4.41100, 0.15865, -0.93422], [3.24306, -1.57435, 1.36914], [-3.62962, 1.34662, 0.58522], [-4.03222, -1.80453, 0.93966], [4.22617, 1.61851, -0.43424], [4.22698, 1.68325, 0.66418], [5.06456, 2.21848, -0.83537], [3.28740, 2.05034, -0.81261], [5.75852, -0.37584, -0.42563], [5.89733, -0.24204, 0.65059], [5.90810, -1.43358, -0.67986], [6.56016, 0.19709, -0.91195], [4.46252, 0.19635, -2.47213], [5.26741, 0.89368, -2.76087], [4.67257, -0.79561, -2.89577], [3.53214, 0.58843, -2.89910], [3.74906, -0.47178, 2.33254], [2.98779, 0.32221, 2.45411], [3.89126, -0.92932, 3.32557], [4.70802, -0.01650, 2.03722], [1.96390, -2.18567, 2.00450], [1.24961, -1.40087, 2.32108], [1.48618, -2.89166, 1.30004], [2.28892, -2.73295, 2.90642], [4.27024, -2.72668, 1.21177], [5.27416, -2.38195, 0.93904], [4.34268, -3.27558, 2.16345], [3.92114, -3.43806, 0.44598], [-4.56894, -1.55410, 2.35161], [-5.07001, -2.47028, 2.69577], [-3.76427, -1.33779, 3.06051], [-5.30785, -0.74513, 2.38381], [-3.15138, -3.06793, 0.93790], [-2.82471, -3.33292, -0.07703], [-2.26715, -2.94010, 1.57289], [-3.75322, -3.89948, 1.34012], [-5.21607, -2.04276, -0.02271], [-5.89882, -2.76654, 0.44863], [-5.79486, -1.13519, -0.23079], [-4.89763, -2.47607, -0.97921], [-2.66250, 2.36757, -0.05706], [-2.48820, 2.18101, -1.12734], [-3.10097, 3.37673, 0.04209], [-1.68901, 2.38497, 0.46015], [-3.79513, 1.74872, 2.05851], [-2.84133, 1.72376, 2.60037], [-4.16361, 2.78716, 2.09926], [-4.51430, 1.11813, 2.59257], [-4.99959, 1.43704, -0.11060], [-4.95577, 1.13767, -1.16547], [-5.76086, 0.83068, 0.39669], [-5.35342, 2.48016, -0.08266], [0.01322, 0.11244, 0.36237], [-1.27021, -0.53273, 1.65162], [-1.36602, -0.82678, 2.82903], [1.77727, 0.36285, -0.42320], [1.54855, 0.06090, -1.77780], [0.96375, 1.03245, -2.68548], [0.68550, 2.35298, -2.25019], [0.72029, 0.69787, -4.04798], [0.40554, 3.35812, -3.18057], [0.76975, 2.59840, -1.18866], [0.41862, 1.70082, -4.97748], [0.86077, -0.35252, -4.35291], [0.33987, 3.03815, -4.54581], [0.25324, 4.38601, -2.85040], [0.27442, 1.45365, -6.03652], [0.18220, 3.82868, -5.27951], [1.70082, 3.81376, 3.09704], [0.46602, 3.30138, 3.65837], [-0.03843, 2.12233, 3.21106], [-1.10587, 1.61541, 3.93482], [0.42108, 1.58242, 2.16100], [1.56607, 4.09366, 2.04123], [2.51449, 3.07200, 3.16202], [1.98418, 4.70062, 3.66688], [0.16085, 3.65083, 4.57352], [-1.23561, 0.59618, 3.91614], [-1.32695, 2.08264, 4.81233]], "forces_ev_per_a": [[-0.51, -1.00, -0.54], [1.53, 0.21, -0.31], [-0.45, 1.33, 0.46], [-0.79, -0.49, -0.71], [0.97, -0.32, 0.25], [0.82, -0.09, 0.26], [-0.17, 0.03, -0.24], [0.33, 0.65, 0.50], [-0.84, 1.92, 0.77], [-2.46, -0.75, -0.09], [0.56, 0.84, 0.80], [1.06, -0.10, -0.63], [-0.11, -0.43, 0.18], [0.34, 0.28, 0.69], [-0.92, -3.78, -1.34], [-0.62, 0.20, 0.18], [0.37, 0.22, 0.37], [0.20, 0.18, 0.53], [-0.22, 0.25, 0.21], [-0.43, 0.12, 0.00], [0.07, -0.03, -0.23], [-0.01, 0.03, -0.38], [-0.24, -0.25, 0.25], [0.44, -0.14, 0.20], [0.27, 0.04, -0.26], [-0.04, -0.12, -0.26], [0.02, 0.31, -0.02], [-0.15, -0.13, 0.04], [0.04, 0.09, -0.05], [-0.19, -0.36, 0.04], [0.01, 0.27, 0.03], [0.30, -0.11, 0.02], [-0.11, 0.02, 0.18], [0.33, -0.28, -0.17], [0.02, 0.10, -0.22], [-0.56, -0.23, 0.16], [0.15, 0.29, -0.50], [0.26, -0.41, -0.21], [0.02, 0.24, 0.40], [-0.27, 0.15, -0.34], [-0.13, 0.00, 0.06], [-0.40, -0.15, 0.16], [0.00, 0.19, -0.23], [0.16, 0.15, 0.22], [-0.14, -0.18, 0.28], [0.08, 0.21, -0.06], [-0.12, 0.03, -0.07], [0.14, -0.19, -0.06], [0.10, -0.05, 0.04], [-0.08, 0.03, 0.32], [-0.18, -0.18, -0.07], [0.23, 0.23, -0.14], [-0.07, 0.06, -0.01], [0.21, 0.17, -0.11], [0.13, -0.25, 0.07], [-0.04, 0.08, 0.25], [0.17, -0.20, -0.16], [-0.05, 0.14, 0.30], [0.15, -0.43, -0.03], [-0.18, 0.01, -0.10], [0.04, 0.02, 0.24], [-0.34, 0.00, -0.19], [0.07, -0.32, -0.07], [0.16, 0.18, -0.14], [-0.10, -0.10, -0.14], [-0.02, 0.04, 0.18], [0.23, 0.15, -0.10], [0.22, -0.27, 0.03], [2.03, -0.43, -0.21], [0.10, -0.22, 1.12], [-0.64, -0.05, -2.41], [-0.75, -0.65, 0.59], [-1.15, 3.40, -0.62], [0.21, -0.74, 0.19], [0.10, 0.29, -0.17], [0.23, 0.16, -0.18], [0.04, -0.66, -0.17], [0.13, -0.05, -0.28], [0.22, -0.17, 0.59], [-0.15, 0.63, 0.04], [-0.32, -0.04, -0.01], [0.07, -0.27, -0.09], [0.11, 0.11, 0.51], [-0.03, -0.20, 0.20], [0.35, 0.20, -0.29], [-0.35, -0.32, 0.50], [0.17, -0.38, -0.75], [0.64, 0.03, 0.22], [-0.68, 0.91, 1.70], [0.05, -0.12, 0.38], [-0.33, 0.26, -0.04], [-0.01, -0.10, -0.14], [0.33, -0.33, -0.80], [0.17, 0.92, 0.02], [0.15, -0.34, -0.39]], "mulliken_charge": [-0.697, -0.683, -0.509, -1.117, -0.831, 0.447, 0.575, 0.396, 0.857, -0.184, -0.431, -0.820, 0.154, 0.759, 0.709, 0.601, 2.298, 2.338, 2.271, 1.821, -1.348, 0.226, 0.540, 0.096, -2.100, 0.346, 0.428, 0.497, -1.735, 0.622, 0.324, 0.206, -1.509, 0.049, 0.535, 0.238, -1.567, 0.079, 0.271, 0.616, -1.815, 0.352, 0.501, 0.353, -1.747, 0.576, 0.267, 0.303, -1.649, 0.299, 0.270, 0.558, -1.472, 0.489, 0.241, 0.323, -1.919, 0.374, 0.653, 0.118, -1.678, 0.288, 0.510, 0.286, -1.767, 0.333, 0.330, 0.497, 2.322, 0.263, -0.883, -0.239, -0.494, 0.786, -0.363, -0.638, -0.888, 0.427, -0.723, 0.375, -0.684, 0.436, 0.434, 0.375, -0.755, -0.248, 0.322, -0.364, -0.570, 0.205, 0.225, 0.391, 0.240, 0.207, 0.203]}